The following is a DFT calculation (ωB97M-V/def2-TZVPD) of 2 unconnected molecules or ions with the total composition C3H10N2O2 in a non-equilibrium geometry.

The geometry in XYZ format:
```
17
Properties=species:S:1:pos:R:3:forces:R:3:lowdin_charge:R:1
C 1.61605 -1.96738 1.07305 -0.0802 0.1134 0.0356 -0.05
O 0.29825 -1.61321 0.56932 -0.1299 0.4873 0.4137 -0.10
H -0.04184 -0.67352 0.95316 0.3657 -1.0116 -0.1250 0.15
H 1.49149 -2.41086 2.05910 -0.0079 0.0070 -0.0715 0.09
H 2.04141 -2.69733 0.38763 -0.0489 0.0542 0.0419 0.09
H 2.23581 -1.07159 1.12669 -0.0355 -0.0809 -0.0442 0.08
C -2.26806 0.57501 -0.93876 0.0584 0.0835 -0.0275 -0.02
N 0.02466 0.59227 -0.14204 0.2611 -0.2963 -0.3484 -0.17
C -0.97795 1.33719 -0.69840 0.1242 0.1459 -0.0541 -0.59
N 1.27203 1.28131 0.08497 -0.2631 -0.0225 -0.0467 -0.01
O -0.87652 2.52720 -0.97469 -0.0321 -0.2804 0.0880 0.01
H 0.32775 -0.86345 -0.28653 -0.2189 0.8421 0.1026 0.15
H 1.59747 1.63712 -0.81364 -0.0660 0.0078 0.0631 0.07
H 1.05927 2.12308 0.61995 0.0060 -0.0667 -0.0711 0.07
H -2.18932 -0.48322 -0.68987 0.0120 0.0252 0.0154 0.06
H -3.06060 1.02902 -0.34297 0.0271 -0.0157 -0.0012 0.08
H -2.54991 0.67835 -1.98696 0.0281 0.0076 0.0296 0.08
```
Positions in Å, forces in eV/Å.

Calculated values
LUMO energy   0.669 eV
Net charge   0
Spin multiplicity   1
E_tot   -380.1935 a.u.
Energy relative to the best compared isomer or geometry (same formula, charge and spin)   89.8 kcal/mol
HOMO-LUMO gap   9.62 eV
F_max   0.0211 hartree/bohr
E_HOMO   -8.95 eV